1.
Below is 2 unconnected molecules or ions with the total composition C2H3NOS at a distorted geometry, with properties calculated with ωB97M-V with the def2-TZVPD basis set.

```
8
Properties=species:S:1:pos:R:3:nbo_charge:R:1
C 0.71703 -1.54574 0.82413 0.0476
C -0.44865 1.99354 -0.41872 0.2817
N 1.11731 -0.50828 1.01015 -0.3012
O -0.89927 0.92702 -0.17448 -0.4986
S 0.14955 -3.08205 0.47326 0.0876
H -0.30932 -2.77053 -0.75280 0.1658
H -0.48571 2.88639 0.39073 0.1050
H 0.15907 2.09965 -1.35226 0.1122
```

Summary:
- Orbital gap: 10.458 eV
- DFT total energy: -606.1223 a.u.
- Lowest unoccupied orbital energy: 0.51 eV
- Relative energy (zero: lowest compared OMol25 entry of this formula, charge and spin): 170.86 kJ/mol

***

2.
Below is 2 unconnected molecules or ions with the total composition C2H3NOS at a distorted geometry, with properties calculated with ωB97M-V with the def2-TZVPD basis set.

```
8
Properties=species:S:1:pos:R:3:nbo_charge:R:1
C -0.37209 -1.40949 -0.73839 -0.4976
C -1.00006 -0.69097 0.10919 0.0621
N 0.82203 0.78651 1.10323 -0.7148
O 1.77921 2.89490 0.60049 -0.8767
S 0.51681 2.15188 0.53674 1.3077
H -0.63491 -2.20438 -1.36828 0.2422
H 0.66359 -1.11307 -1.01615 0.2571
H -1.77458 -0.41537 0.77317 0.2200
```

Summary:
- Orbital gap (spin up / spin down): 7.406 / 9.646 eV
- DFT total energy: -605.9764 a.u.
- Lowest unoccupied orbital energy (spin up / spin down): -1.67 / -0.72 eV
- Relative energy (zero: lowest compared OMol25 entry of this formula, charge and spin): 553.79 kJ/mol

***

3.
Below is C2H3NOS in the gas phase at a distorted geometry, with properties calculated with ωB97M-V with the def2-TZVPD basis set.

```
8
Properties=species:S:1:pos:R:3:nbo_charge:R:1
C 1.33235 0.81204 0.03795 0.0296
C -0.29570 -0.97389 0.04527 0.4249
N 0.94464 -0.42185 0.19453 -0.4808
O -1.56084 -0.61896 0.01223 -0.5597
S -2.82340 0.40363 -0.15783 0.0951
H 0.55316 1.63151 -0.45715 0.1461
H 2.14935 1.28490 0.34874 0.1762
H -0.29955 -2.11738 -0.02374 0.1686
```

Summary:
- Orbital gap (spin up / spin down): 7.370 / 6.299 eV
- DFT total energy: -606.0109 a.u.
- Lowest unoccupied orbital energy (spin up / spin down): -1.13 / -1.80 eV
- Relative energy (zero: lowest compared OMol25 entry of this formula, charge and spin): 463.19 kJ/mol

***

4.
Below is C2H3NOS2 in the gas phase at a distorted geometry, with properties calculated with ωB97M-V with the def2-TZVPD basis set.

```
9
Properties=species:S:1:pos:R:3:nbo_charge:R:1
C 1.55953 -1.02849 -0.07935 0.5461
C -0.86801 -0.86896 0.28347 -0.1218
H -0.74738 1.67359 -0.11372 0.1273
H 1.23501 -2.09833 -0.19135 0.1241
H -0.75861 -1.83956 0.76990 0.2096
N 0.38813 -0.23936 0.09139 -0.5947
O 2.70187 -0.63519 -0.12112 -0.5258
S 0.52555 1.52412 0.04910 0.2115
S -2.28867 -0.24875 -0.13412 0.0237
```

Summary:
- Orbital gap: 8.614 eV
- DFT total energy: -1004.3379 a.u.
- Lowest unoccupied orbital energy: -0.70 eV
- Relative energy (zero: lowest compared OMol25 entry of this formula, charge and spin): 130.22 kJ/mol

***

5.
Below is C2H3NOS2 in the gas phase at a distorted geometry, with properties calculated with ωB97M-V with the def2-TZVPD basis set.

```
9
Properties=species:S:1:pos:R:3:nbo_charge:R:1
C -0.09537 0.64118 0.34330 0.0221
C 1.45626 0.45098 -0.03488 0.2575
H -2.88416 -1.69242 -0.53541 0.1306
H -0.36721 1.50289 1.16293 0.2641
H 0.95079 -1.35627 -0.30203 0.5191
N -0.83508 -0.14494 -0.58761 -0.6159
O 1.85922 -0.76827 -0.30107 -0.6204
S -2.50612 -0.45845 -0.29082 0.1752
S 2.42167 1.82531 0.54557 -0.1322
```

Summary:
- Orbital gap: 7.429 eV
- DFT total energy: -1004.2389 a.u.
- Lowest unoccupied orbital energy: -1.44 eV
- Relative energy (zero: lowest compared OMol25 entry of this formula, charge and spin): 390.26 kJ/mol

***

6.
Below is C2H3NOS2 in the gas phase at a distorted geometry, with properties calculated with ωB97M-V with the def2-TZVPD basis set.

```
9
Properties=species:S:1:pos:R:3:nbo_charge:R:1
C -0.37474 0.63218 -0.81069 0.2011
C 0.51481 0.54536 0.44805 -0.0495
N -0.66347 1.69361 -1.44908 -0.5812
O 1.15331 1.56326 0.87742 -0.7986
S -1.69367 2.32420 -2.72669 0.2691
S -0.36682 3.36024 -1.46682 0.4440
H -0.81706 -0.29592 -1.14283 0.2089
H -0.29349 0.15729 1.14023 0.1567
H 1.13865 -0.35924 0.21385 0.1495
```

Summary:
- Orbital gap: 6.118 eV
- DFT total energy: -1004.1992 a.u.
- Lowest unoccupied orbital energy: -1.62 eV
- Relative energy (zero: lowest compared OMol25 entry of this formula, charge and spin): 494.43 kJ/mol

***

7.
Below is 2 unconnected molecules or ions with the total composition C2H3NOS2 at a distorted geometry, with properties calculated with ωB97M-V with the def2-TZVPD basis set.

```
9
Properties=species:S:1:pos:R:3:nbo_charge:R:1
C -1.00035 0.21320 0.27011 0.7702
C 1.06469 0.38127 0.65607 -0.6192
N -1.13250 -0.40762 -0.90813 -0.8638
O -1.71471 0.55165 1.13792 -0.5561
S 1.83163 -1.23240 0.95181 0.1129
S 2.22205 0.10953 -0.66708 0.0801
H 1.10581 1.24470 1.25463 0.2207
H -0.27277 -0.27908 -1.54601 0.4418
H -2.10384 -0.58126 -1.14933 0.4134
```

Summary:
- Orbital gap: 8.357 eV
- DFT total energy: -1004.3090 a.u.
- Lowest unoccupied orbital energy: -0.33 eV
- Relative energy (zero: lowest compared OMol25 entry of this formula, charge and spin): 206.26 kJ/mol

***

8.
Below is C2H3NOS2 in the gas phase at a distorted geometry, with properties calculated with ωB97M-V with the def2-TZVPD basis set.

```
9
Properties=species:S:1:pos:R:3:nbo_charge:R:1
C 0.75482 1.02975 -0.11358 -0.1494
C -1.18919 -0.44400 -0.06684 -0.1153
H 1.23360 -1.59216 0.78513 0.4819
H 1.83009 0.88376 -0.34444 0.2161
H -1.35863 -1.51483 -0.17902 0.2159
N 0.14990 -0.17330 0.10192 -0.1703
O 0.95765 -1.29176 -0.13878 -0.5285
S 0.12128 2.51359 -0.01006 0.0473
S -2.49951 0.58895 -0.03431 0.0023
```

Summary:
- Orbital gap: 7.341 eV
- DFT total energy: -1004.2804 a.u.
- Lowest unoccupied orbital energy: -0.73 eV
- Relative energy (zero: lowest compared OMol25 entry of this formula, charge and spin): 281.32 kJ/mol

***

9.
Below is 2 unconnected molecules or ions with the total composition C2H3NOS2 at a distorted geometry, with properties calculated with ωB97M-V with the def2-TZVPD basis set.

```
9
Properties=species:S:1:pos:R:3:nbo_charge:R:1
C 0.95676 -0.28377 0.40337 0.7754
C -1.12624 -0.47900 0.59241 -0.5681
N 1.24725 0.70496 -0.43210 -0.8563
O 1.57297 -1.12642 1.00492 -0.5544
S -2.04175 0.88695 -0.05293 0.0918
S -1.77550 -0.81269 -1.11600 0.0441
H -1.46764 -1.11728 1.36482 0.2259
H 0.57213 1.44192 -0.71668 0.4241
H 2.06203 0.78533 -1.04782 0.4176
```

Summary:
- Orbital gap: 8.701 eV
- DFT total energy: -1004.3075 a.u.
- Lowest unoccupied orbital energy: 0.29 eV
- Relative energy (zero: lowest compared OMol25 entry of this formula, charge and spin): 210.07 kJ/mol

***

10.
Below is 2 unconnected molecules or ions with the total composition C2H3NS at a distorted geometry, with properties calculated with ωB97M-V with the def2-TZVPD basis set.

```
7
Properties=species:S:1:pos:R:3:nbo_charge:R:1
C -2.91952 -0.06779 0.95421 -0.1608
C 1.06356 -0.08520 0.11942 -0.0295
N 1.47922 0.51718 -0.88477 -0.6002
S -2.77903 -0.94212 -0.29980 0.1621
H 1.07566 -1.17197 0.06000 0.1480
H 0.55919 0.30052 1.00313 0.1442
H 1.52092 1.44938 -0.95219 0.3362
```

Summary:
- Orbital gap: 9.588 eV
- DFT total energy: -530.8247 a.u.
- Lowest unoccupied orbital energy: -0.22 eV
- Relative energy (zero: lowest compared OMol25 entry of this formula, charge and spin): 288.84 kJ/mol

***

11.
Below is C2H3NS in the gas phase at a distorted geometry, with properties calculated with ωB97M-V with the def2-TZVPD basis set.

```
7
Properties=species:S:1:pos:R:3:nbo_charge:R:1
C 1.15113 0.92388 -0.15847 -0.0887
C -0.91770 -0.69296 -0.18729 -0.2491
N 0.23692 -0.06715 0.20154 -0.5275
S 1.31621 2.45423 0.21171 0.0650
H -1.51696 -0.21896 -0.93900 0.1913
H -1.02681 -1.73754 0.02260 0.1936
H 0.75721 -0.66151 0.84890 0.4153
```

Summary:
- Orbital gap (spin up / spin down): 7.388 / 7.296 eV
- DFT total energy: -530.8086 a.u.
- Lowest unoccupied orbital energy (spin up / spin down): -0.06 / -0.01 eV
- Relative energy (zero: lowest compared OMol25 entry of this formula, charge and spin): 331.20 kJ/mol

***

12.
Below is C2H3NS in the gas phase at a distorted geometry, with properties calculated with ωB97M-V with the def2-TZVPD basis set.

```
7
Properties=species:S:1:pos:R:3:nbo_charge:R:1
C 0.53380 1.28291 -0.47061 0.2040
C -0.34100 -0.72481 0.36630 -0.4053
N -0.27284 0.65583 0.14761 -0.3639
S 0.69874 -1.48007 -0.92200 -0.1008
H 0.70869 2.29114 -0.74724 0.2035
H 0.04322 -0.95276 1.36033 0.2271
H -1.37060 -1.07224 0.26562 0.2354
```

Summary:
- Orbital gap (spin up / spin down): 8.345 / 6.050 eV
- DFT total energy: -530.8045 a.u.
- Lowest unoccupied orbital energy (spin up / spin down): -0.50 / -1.76 eV
- Relative energy (zero: lowest compared OMol25 entry of this formula, charge and spin): 341.92 kJ/mol

***

> Look up the relative energy (zero: lowest compared OMol25 entry of this formula, charge and spin) of the tenth one.

288.84 kJ/mol

***

> Among the records above, which one has the lowest relative energy (zero: lowest compared OMol25 entry of this formula, charge and spin)?

number 4

***

> The lowest DFT total energy belongs to which entry?

number 4

***

> Which value of DFT total energy does entry 3 give?

-606.0109 a.u.